(1)
ORCA calculation (ωB97M-V/def2-TZVPD) on a cluster of 2 separate species, C2H9N3 in total at a distorted geometry.

Results
Net charge: 0
Multiplicity: 1
SMILES string: C=N.NCN
E_HOMO in hartree: -0.3133
LUMO in eV: 0.98

Element x y z (Å)
C  0.03  -2.92  0.06
N  -0.04  -2.02  0.94
H  -0.17  -2.57  -0.94
H  0.26  -3.97  0.24
H  0.15  -2.28  1.90
N  0.98  1.47  0.43
C  0.22  1.91  -0.73
N  -1.16  1.43  -0.79
H  0.74  1.90  1.32
H  0.94  0.47  0.51
H  0.18  3.00  -0.73
H  0.78  1.64  -1.61
H  -1.11  0.42  -0.95
H  -1.64  1.54  0.09

---

(2)
ORCA calculation (ωB97M-V/def2-TZVPD) on a structure of composition C3H8Cl3HgO2 at a distorted geometry.

Results
Net charge: -1
Multiplicity: 1
E_HOMO in hartree: -0.1800
LUMO in eV: -2.81

Element x y z (Å)
Hg  17.92  2.46  14.44
C  12.75  2.37  16.95
O  13.71  2.20  15.96
H  12.26  1.42  17.18
H  13.10  2.74  17.91
H  11.95  3.06  16.69
C  18.52  5.70  18.57
O  19.31  4.70  18.01
H  18.00  6.26  17.79
H  17.81  5.29  19.28
H  19.18  6.32  19.18
Cl  21.52  0.99  12.44
C  13.35  3.56  9.44
Cl  15.00  3.32  9.91
Cl  13.20  5.24  8.78
H  13.10  2.83  8.67
H  12.72  3.54  10.33

---

(3)
ORCA calculation (ωB97M-V/def2-TZVPD) on an isolated molecule of C24H24N2O6S2 at a distorted geometry.

Results
Net charge: 0
Multiplicity: 1
SMILES string: CCOC(=O)c1c(-c2ccccc2)csc1NC(=O)c1ccc(S(=O)(=O)N2CCOCC2)cc1
E_HOMO in hartree: -0.3187
LUMO in eV: 0.05

Element x y z (Å)
C  -1.27  -1.83  -3.02
C  -0.68  -0.59  -2.36
O  -1.37  -0.31  -1.14
C  -2.34  0.60  -1.15
O  -2.62  1.30  -2.09
C  -3.08  0.63  0.14
C  -3.38  -0.54  0.92
C  -2.86  -1.89  0.66
C  -1.51  -2.17  0.88
C  -1.02  -3.44  0.63
C  -1.87  -4.44  0.18
C  -3.21  -4.17  -0.02
C  -3.71  -2.90  0.23
C  -4.26  -0.26  1.92
S  -4.68  1.40  2.01
C  -3.70  1.75  0.62
N  -3.56  3.07  0.21
C  -2.40  3.73  -0.10
O  -2.43  4.88  -0.47
C  -1.15  2.94  0.06
C  -0.28  2.84  -1.02
C  0.80  1.98  -0.96
C  1.02  1.26  0.20
S  2.30  0.01  0.25
O  1.86  -1.08  1.07
O  2.69  -0.28  -1.11
N  3.50  0.82  1.10
C  4.27  1.76  0.31
C  5.41  1.05  -0.43
O  6.21  0.32  0.47
C  5.45  -0.65  1.16
C  4.33  0.01  1.96
C  0.23  1.42  1.32
C  -0.86  2.27  1.25
H  -2.31  -1.65  -3.29
H  -0.71  -2.07  -3.91
H  -1.23  -2.67  -2.33
H  0.36  -0.74  -2.09
H  -0.78  0.28  -3.02
H  -0.84  -1.40  1.22
H  0.03  -3.63  0.79
H  -1.48  -5.43  -0.02
H  -3.88  -4.94  -0.37
H  -4.75  -2.68  0.07
H  -4.67  -0.95  2.64
H  -4.39  3.64  0.17
H  -0.50  3.39  -1.92
H  1.45  1.83  -1.80
H  3.59  2.24  -0.40
H  4.67  2.51  0.99
H  6.07  1.77  -0.91
H  4.98  0.37  -1.19
H  6.15  -1.17  1.82
H  5.01  -1.36  0.45
H  3.69  -0.74  2.42
H  4.75  0.66  2.74
H  0.45  0.86  2.21
H  -1.50  2.39  2.11